Below is a 2-piece molecular cluster, C3H2BrF4NO overall in a non-equilibrium geometry, with properties calculated with ωB97M-V/def2-TZVPD.

Geometry as XYZ:
```
12
Properties=species:S:1:pos:R:3:forces:R:3
Br 0.053761 -1.106641 -1.421755 0.7 -1.0 -1.3
F 1.319949 1.315356 -0.683169 -1.6 3.5 -0.9
F 2.779391 -0.083430 -0.973178 1.2 -1.8 -1.5
F 2.829727 0.917870 0.807778 -1.5 -0.2 1.3
F 1.308119 -1.689607 0.931964 0.4 0.1 -0.3
O -2.624738 -0.275266 2.033448 -0.4 -0.9 2.8
N -2.239646 0.445452 -0.135364 1.2 0.3 -2.1
C -2.470437 0.091691 0.976665 -0.3 0.5 -0.9
C 1.932192 0.379888 -0.053214 2.1 -1.0 -0.4
C 0.817941 -0.544398 0.365389 0.1 -0.2 2.9
H -1.024507 -0.303726 -0.925261 -1.1 0.4 0.2
H -2.681751 0.852811 -0.923304 -0.8 0.4 0.1
```
Positions in Å, forces in eV/Å.

Calculated values
energy relative to the best compared isomer or geometry (same formula, charge and spin): 312.80 kJ/mol
net charge: 0
maximum force: 3.92 eV/A
orbital gap: 8.4002 eV



Below is one molecule with the formula C3H2BrN in a non-equilibrium geometry, with properties calculated with ωB97M-V/def2-TZVPD.

Geometry as XYZ:
```
7
Properties=species:S:1:pos:R:3:forces:R:3
Br -2.958616 -0.751415 -0.005749 0.4 0.5 -0.1
N -3.809198 2.317698 -0.026706 -0.3 1.1 -0.1
C -0.070190 -0.692776 -0.062140 1.1 -1.7 -0.2
C -3.284137 1.299892 -0.010139 -0.7 -0.4 0.3
C -1.297881 -1.137496 -0.045523 0.6 -1.2 -0.2
H 0.696526 -1.552748 -0.265966 -1.1 2.0 0.6
H 0.236010 0.342555 0.148165 -0.1 -0.4 -0.4
```
Positions in Å, forces in eV/Å.

Calculated values
energy relative to the best compared isomer or geometry (same formula, charge and spin): 512.38 kJ/mol
net charge: 0
maximum force: 2.40 eV/A
orbital gap (spin up / spin down): 8.4371 / 8.4339 eV



Below is a 2-piece molecular cluster, C3H2BrNO2 overall in a non-equilibrium geometry, with properties calculated with ωB97M-V/def2-TZVPD.

Geometry as XYZ:
```
9
Properties=species:S:1:pos:R:3:forces:R:3
Br 0.603319 -3.195738 -1.954000 -0.6 0.2 0.7
O -2.019374 -3.186108 0.931858 -2.7 -1.0 1.9
O -1.985666 -0.635899 -1.455081 -0.5 0.4 -0.1
N -0.362543 -2.528634 -0.514542 3.1 0.3 -2.5
C -1.255088 -2.985715 0.118805 0.6 -0.1 0.1
C -0.471820 0.420881 0.106371 2.4 3.1 3.3
C -1.262710 -0.150116 -0.688616 -1.5 -1.9 -2.3
H 0.478609 0.087029 0.617164 -1.6 0.2 -1.0
H -0.872265 1.457839 0.319851 0.8 -1.1 0.0
```
Positions in Å, forces in eV/Å.

Calculated values
energy relative to the best compared isomer or geometry (same formula, charge and spin): 199.23 kJ/mol
net charge: 0
maximum force: 5.13 eV/A
orbital gap: 8.7116 eV



Below is C3H2BrNOS as an isolated structure in a non-equilibrium geometry, with properties calculated with ωB97M-V/def2-TZVPD.

Geometry as XYZ:
```
9
Properties=species:S:1:pos:R:3:forces:R:3
Br -0.330145 -1.985063 -4.214650 0.0 -0.2 0.0
S -0.523814 -2.573552 -1.322873 0.3 0.4 -0.5
O -0.198550 1.809985 -0.489165 -1.0 0.4 0.0
N -0.196677 -0.385903 0.172616 -0.4 -0.7 0.6
C 0.312875 0.634730 -0.257301 1.9 0.8 -0.7
C -0.252433 -1.367712 -2.443831 -0.2 0.0 0.3
C -0.349080 -1.643832 0.171787 -0.6 -0.2 -0.2
H 0.489169 2.440811 -0.746789 0.0 -0.4 0.1
H -0.417655 -2.221667 1.072196 0.0 -0.1 0.3
```
Positions in Å, forces in eV/Å.

Calculated values
energy relative to the best compared isomer or geometry (same formula, charge and spin): 411.61 kJ/mol
net charge: 0
maximum force: 2.16 eV/A
orbital gap (spin up / spin down): 7.3415 / 7.3399 eV



Below is a 2-piece molecular cluster, C3H2BrO2S overall in a non-equilibrium geometry, with properties calculated with ωB97M-V/def2-TZVPD.

Geometry as XYZ:
```
9
Properties=species:S:1:pos:R:3:forces:R:3
Br 0.614258 -2.480055 3.111857 -0.1 -0.4 0.6
S 1.548301 -1.512705 0.980011 -1.6 1.6 -0.5
O 2.675019 -0.652409 1.336807 1.0 -0.1 0.1
O -0.716468 0.656578 -3.021873 -0.9 0.8 2.2
C -0.540468 0.319118 0.098702 2.7 -2.2 -1.7
C -1.053255 1.048750 -1.919158 1.4 -0.8 -0.4
C 0.298831 -0.428232 0.737177 -0.2 -0.4 -1.8
H -1.651453 2.070592 -1.805773 0.5 -1.2 0.0
H -1.174764 0.978363 0.482249 -2.9 2.6 1.5
```
Positions in Å, forces in eV/Å.

Calculated values
energy relative to the best compared isomer or geometry (same formula, charge and spin): 215.65 kJ/mol
net charge: -1
maximum force: 4.19 eV/A
orbital gap (spin up / spin down): 6.1107 / 6.1113 eV



Below is a 2-piece molecular cluster, C3H2Cl2 overall in a non-equilibrium geometry, with properties calculated with ωB97M-V/def2-TZVPD.

Geometry as XYZ:
```
7
Properties=species:S:1:pos:R:3:forces:R:3
Cl 2.696434 -2.437659 1.121887 1.8 0.1 -0.2
Cl -1.513566 1.431893 -0.867484 -0.2 0.3 -0.1
C 1.120015 -2.520222 1.298663 -2.0 0.1 -0.1
C -0.047866 -0.583615 0.135708 -2.1 3.2 1.3
C -0.746394 -0.085703 -0.904816 2.5 -2.7 1.1
H -0.665643 -0.698881 -1.797855 -0.7 0.6 -0.5
H -0.139485 -0.023879 1.152954 0.7 -1.5 -1.5
```
Positions in Å, forces in eV/Å.

Calculated values
energy relative to the best compared isomer or geometry (same formula, charge and spin): 174.00 kJ/mol
spin multiplicity: 3
expectation value of S²: 2.027
net charge: 0
maximum force: 4.02 eV/A
orbital gap (spin up / spin down): 7.7001 / 7.8629 eV



Below is C3H2Cl2F2O as an isolated structure in a non-equilibrium geometry, with properties calculated with ωB97M-V/def2-TZVPD.

Geometry as XYZ:
```
10
Properties=species:S:1:pos:R:3:forces:R:3
Cl -0.053422 1.884487 0.736921 -0.6 1.7 1.7
Cl 1.090464 1.046977 -1.607064 -0.2 -1.1 0.1
F 1.932080 -0.210567 1.323228 -1.9 -1.1 -1.0
F 1.075398 -1.746036 -0.323743 -0.1 2.6 2.6
O -2.015661 -0.478176 0.286704 2.6 2.3 -4.9
C -1.316168 0.107000 -0.614593 -2.8 -1.0 3.4
C 0.788475 -0.644556 0.712250 1.3 -0.4 -4.5
C 0.097228 0.480212 -0.202630 2.0 -1.2 -0.3
H -1.629078 0.665892 -1.595182 -0.1 -1.5 1.5
H 0.030685 -1.105234 1.284108 -0.3 -0.3 1.4
```
Positions in Å, forces in eV/Å.

Calculated values
energy relative to the best compared isomer or geometry (same formula, charge and spin): 80.53 kJ/mol
net charge: 0
maximum force: 5.98 eV/A
orbital gap: 10.4779 eV



Below is a 2-piece molecular cluster, C3H2Cl2N2 overall in a non-equilibrium geometry, with properties calculated with ωB97M-V/def2-TZVPD.

Geometry as XYZ:
```
9
Properties=species:S:1:pos:R:3:forces:R:3
Cl 2.305873 -1.323822 -0.568576 3.0 -2.3 -0.5
Cl -2.087384 -0.884972 -0.813938 -0.9 -0.5 -0.5
N 0.473043 0.314408 -0.762382 -2.0 1.8 -0.7
N -0.651523 0.883937 -0.166776 -0.1 2.4 -3.9
C 0.307665 -0.400496 1.139597 -1.3 -0.4 5.3
C -0.814827 0.550045 1.087321 6.6 -4.0 -2.4
C 1.068648 -0.532153 0.058750 -2.6 1.6 0.7
H 0.699193 0.279641 -1.766785 -1.1 0.7 0.7
H -1.300689 1.113412 1.792789 -1.7 0.7 1.3
```
Positions in Å, forces in eV/Å.

Calculated values
energy relative to the best compared isomer or geometry (same formula, charge and spin): 634.94 kJ/mol
net charge: 0
maximum force: 8.05 eV/A
orbital gap (spin up / spin down): 8.5007 / 7.1366 eV



Below is C3H2Cl2NdO4Ru as an isolated structure in a non-equilibrium geometry, with properties calculated with ωB97M-V/def2-TZVPD.

Geometry as XYZ:
```
13
Properties=species:S:1:pos:R:3:forces:R:3
Nd -0.673934 -0.648180 -0.843861 -6.9 -2.1 -5.9
Ru 0.702215 0.231870 0.854736 5.9 -2.1 0.1
Cl -1.413396 -1.101174 1.619984 0.7 0.3 0.1
Cl 1.863220 -0.942888 -1.151672 1.9 0.0 -0.2
O -0.137405 1.886907 3.206496 1.5 -3.1 -5.3
O -4.387015 0.323190 -1.843146 5.4 -1.2 0.5
O -0.367985 0.367334 -4.755606 -0.8 -0.9 3.4
O 2.493997 -0.574156 1.704614 -0.8 0.8 -0.3
C -0.567198 0.095312 -3.668274 0.9 0.8 -3.1
C 0.139931 1.312995 2.226747 -3.7 7.1 10.2
C -3.270397 0.061794 -1.698539 -5.2 1.1 -0.3
H 2.383935 -1.073955 2.524882 0.4 -0.6 0.8
H 3.234033 0.060951 1.823638 0.5 -0.2 0.1
```
Positions in Å, forces in eV/Å.

Calculated values
energy relative to the best compared isomer or geometry (same formula, charge and spin): 438.54 kJ/mol
spin multiplicity: 9
expectation value of S²: 20.032
net charge: +4
maximum force: 12.94 eV/A
orbital gap (spin up / spin down): 8.6689 / 5.5286 eV



Below is one molecule with the formula C3H2Cl2O in a non-equilibrium geometry, with properties calculated with ωB97M-V/def2-TZVPD.

Geometry as XYZ:
```
8
Properties=species:S:1:pos:R:3:forces:R:3
Cl -1.610712 1.938967 0.986510 0.6 -1.9 -1.5
Cl -0.592743 -1.485761 1.323564 0.2 -0.3 -0.3
O -1.782932 0.217540 -1.351859 -0.3 0.2 0.0
C 1.283414 -0.206601 -0.151043 2.0 -1.0 -0.1
C -1.136430 0.317319 -0.402280 -1.1 2.7 0.3
C -0.008109 -0.402192 0.092473 1.6 -0.3 1.5
H 1.795919 0.599060 -0.751246 -1.3 -0.9 0.5
H 2.051593 -0.978331 0.253881 -1.6 1.5 -0.4
```
Positions in Å, forces in eV/Å.

Calculated values
energy relative to the best compared isomer or geometry (same formula, charge and spin): 130.53 kJ/mol
net charge: 0
maximum force: 2.94 eV/A
orbital gap: 9.8514 eV



Number 1 is which compound?
C3H2BrF4NO